(1)
DFT (ωB97M-V/def2-TZVPD) results for a 2-piece molecular cluster, C5H13N2O overall.

```
21
Properties=species:S:1:pos:R:3:forces:R:3:lowdin_charge:R:1
C 0.803704 -1.447342 0.762392 0.3 0.4 0.8 -0.055
C 1.367050 -0.601397 1.885609 0.4 0.2 -0.3 -0.474
C 1.345371 0.734120 1.886588 -0.6 -0.2 0.2 0.012
N 1.963353 -1.315251 2.941303 0.0 0.3 0.3 0.049
H 0.517698 -2.407129 1.197853 -0.3 -0.1 -0.3 0.067
H 1.561454 -1.606881 -0.006813 0.1 -0.1 0.0 0.079
H -0.025791 -0.920937 0.295722 -0.2 -0.3 -0.1 0.041
H 1.746518 1.304683 2.718031 0.1 0.0 0.0 0.041
H 0.749865 1.262062 1.156690 0.2 0.0 -0.2 0.028
H 2.332091 -2.216742 2.724087 0.1 -0.4 -0.3 0.059
H 2.638373 -0.777067 3.463408 -0.1 0.0 0.0 0.071
C -1.606451 -0.430467 -2.741615 0.1 -0.1 0.6 -0.198
N -1.774784 -0.048547 -1.336753 0.2 0.7 0.1 -0.146
C -0.950971 1.217150 -1.073258 0.5 -0.4 0.2 -0.624
O -1.050223 2.166012 -1.965182 -0.2 0.3 -0.2 -0.314
H -2.019554 0.286269 -3.454844 -0.1 0.0 0.0 0.053
H -2.037581 -1.430765 -2.851621 0.0 0.0 -0.4 0.047
H -0.529557 -0.465266 -2.939133 0.0 -0.2 0.0 0.064
H -2.713242 0.318241 -1.222026 -0.3 -0.2 -0.1 0.060
H 0.096090 0.780853 -0.959970 -0.2 0.2 -0.1 0.066
H -1.266373 1.508937 -0.026752 0.0 -0.2 -0.1 0.075
```
Positions in Å, forces in eV/Å.

## Properties
spin multiplicity = 1
charge = -1

(2)
DFT (ωB97M-V/def2-TZVPD) results for a 2-piece molecular cluster, C22H19F2N2 overall in a non-equilibrium geometry.

```
45
Properties=species:S:1:pos:R:3:forces:R:3:lowdin_charge:R:1
C -0.595467 -0.367480 -1.760841 0.7 -0.4 -1.2 -0.134
C 0.501010 0.440192 -2.115225 3.0 1.2 -2.0 -0.248
N 1.466579 1.019331 -2.453365 -2.2 -1.0 1.0 0.205
N -1.858973 0.123155 -2.301892 -0.6 1.1 -0.2 -0.024
C -2.896002 -0.735549 -2.593264 0.3 0.8 0.6 0.014
C -4.175882 -0.252638 -2.813408 0.2 0.0 0.0 -0.009
C -4.410211 1.126396 -2.840784 0.0 -0.2 0.2 -0.010
C -3.317518 1.981919 -2.743283 0.4 0.2 0.0 -0.008
C -2.040386 1.476389 -2.524090 -0.6 -0.7 0.4 0.019
H -0.528703 -1.443680 -2.007254 0.3 0.8 -0.1 0.140
H -2.641516 -1.784080 -2.630712 -0.1 -0.1 0.3 0.142
H -4.987511 -0.965809 -2.949304 0.3 0.2 -0.1 0.130
H -5.427084 1.519954 -2.950596 0.5 -0.2 0.0 0.134
H -3.428388 3.070545 -2.820177 0.0 -0.6 -0.1 0.135
H -1.164513 2.119056 -2.524790 -0.1 -0.3 0.4 0.139
C -1.323243 3.913397 3.361466 -0.4 0.5 0.2 -0.026
C -0.990224 2.666713 2.628318 0.2 -0.4 -0.4 -0.195
C 0.210366 1.997478 2.856289 0.0 0.3 0.6 -0.190
F 1.025254 2.500509 3.839789 -0.6 -0.6 -0.8 0.068
C 0.607840 0.865382 2.172747 -0.4 -0.2 -0.9 0.073
C -0.190537 0.404196 1.078199 -0.7 1.5 1.0 -0.168
C 0.145748 -0.645604 0.137972 -2.0 -2.0 0.9 -0.048
C 1.403346 -1.394723 0.251988 1.1 -0.2 -0.9 -0.176
C 2.619279 -0.840892 0.753785 -0.4 -0.3 -0.4 0.066
C 3.755169 -1.629867 0.806368 0.4 0.4 0.3 -0.188
F 4.906980 -1.102674 1.331088 -1.0 -0.3 -0.4 0.069
C 3.820049 -2.934873 0.328037 -0.6 0.2 -0.1 -0.188
C 5.104479 -3.679297 0.323020 0.4 -0.5 -0.1 -0.022
C 2.619674 -3.480122 -0.154888 0.4 -0.3 -0.1 -0.013
C 1.450682 -2.745287 -0.180505 -0.6 0.5 0.2 -0.021
C -1.472410 0.996634 0.945882 0.6 -0.6 -0.4 -0.039
C -1.846429 2.095955 1.673468 -0.3 0.7 0.5 -0.024
H -2.352988 4.201832 3.130219 0.1 0.0 0.1 0.084
H -1.233559 3.798818 4.446081 0.1 0.0 -0.2 0.097
H -0.673149 4.745225 3.064974 0.0 -0.2 0.1 0.101
H 1.485914 0.337369 2.523383 -0.1 0.2 -0.1 0.118
H -0.719253 -1.276171 -0.095770 0.7 -0.4 1.8 0.107
H 2.681211 0.175714 1.114267 0.2 -0.1 -0.3 0.117
H 4.990935 -4.608013 -0.244680 0.1 0.1 0.1 0.087
H 5.912761 -3.099607 -0.135900 -0.2 0.0 0.1 0.099
H 5.429529 -3.944853 1.335404 -0.1 0.1 -0.1 0.102
H 2.634751 -4.511221 -0.535439 -0.1 0.5 0.3 0.129
H 0.514737 -3.228414 -0.489490 0.4 0.2 0.0 0.120
H -2.187481 0.526720 0.264254 0.3 0.3 0.0 0.111
H -2.824869 2.567994 1.498646 0.5 -0.3 0.2 0.126
```
Positions in Å, forces in eV/Å.

## Properties
spin multiplicity = 1
charge = +1

(3)
DFT (ωB97M-V/def2-TZVPD) results for one molecule with the formula C29H31N3O4S.

```
68
Properties=species:S:1:pos:R:3:forces:R:3:lowdin_charge:R:1
C -2.573877 1.704288 0.680159 0.1 0.2 -0.4 -0.050
H -2.951548 2.637290 1.090489 0.0 0.1 0.1 0.075
H -3.392468 0.988955 0.690221 -0.1 -0.1 0.0 0.084
H -1.786291 1.324281 1.325409 0.1 0.0 0.1 0.059
C -2.064694 1.863162 -0.751737 -0.2 -0.4 0.2 -0.361
N -0.765922 2.530757 -0.831128 -0.3 0.1 0.0 -0.131
C -0.644508 3.770624 -0.083281 0.1 -0.1 0.0 -0.160
H -1.152617 3.649382 0.872517 0.0 0.0 0.0 0.100
C 0.837445 4.084822 0.214495 -0.2 0.1 -0.2 -0.146
N 1.528869 2.868780 0.568649 0.1 0.1 0.4 0.080
C 2.257051 2.206806 -0.362311 0.0 0.0 0.3 -0.457
O 2.774258 2.760854 -1.313269 0.1 0.0 -0.3 0.069
C 2.395008 0.727227 -0.167086 0.1 -0.3 -0.2 -0.102
C 1.433736 -0.012018 0.512540 0.2 -0.1 -0.1 0.055
C 1.504796 -1.400128 0.543672 0.2 0.3 -0.2 -0.186
C 2.532798 -2.034047 -0.144435 -0.2 -0.4 0.0 -0.180
C 3.486967 -1.310191 -0.832478 0.1 -0.1 0.0 -0.016
C 3.431257 0.071139 -0.829381 -0.1 0.2 0.1 0.015
H 4.156647 0.663783 -1.365019 0.0 0.0 -0.1 0.125
H 4.253404 -1.852163 -1.364094 0.1 0.0 -0.1 0.118
S 2.410068 -3.814869 -0.322579 0.2 0.2 -0.1 0.755
O 2.220529 -4.429597 0.960579 -0.2 0.1 0.0 -0.260
O 3.482475 -4.284973 -1.152942 -0.1 0.2 -0.3 -0.290
C 0.883280 -3.795870 -1.263356 0.3 0.0 0.2 -0.205
C 0.896126 -4.141073 -2.599692 0.2 -0.1 -0.1 -0.036
C -0.264086 -4.019858 -3.346781 0.0 0.0 0.1 -0.053
C -1.423912 -3.555229 -2.745409 0.0 0.0 0.0 -0.059
C -1.431021 -3.217407 -1.402942 0.2 0.0 0.2 -0.005
C -0.265197 -3.315494 -0.650222 -0.2 -0.3 -0.1 -0.106
C -0.316034 -3.038186 0.817707 -0.3 0.3 0.0 -0.412
O -1.151562 -3.565848 1.521973 -0.2 -0.1 0.0 0.100
N 0.565620 -2.123725 1.304857 -0.1 0.1 0.3 0.014
C 0.663258 -1.960084 2.757102 -0.1 -0.2 0.2 -0.064
C -0.040508 -0.730924 3.263858 0.0 0.0 0.1 -0.207
C 0.673302 0.409442 3.613598 0.0 -0.1 0.0 -0.062
C 0.013142 1.537648 4.071399 0.0 0.1 0.0 -0.088
C -1.366399 1.532162 4.192645 -0.1 0.1 0.0 -0.095
C -2.083903 0.397883 3.848200 0.0 0.0 0.1 -0.090
C -1.425632 -0.726345 3.381302 0.0 0.0 0.0 -0.026
H -1.978158 -1.612630 3.108109 -0.1 -0.1 0.0 0.114
H -3.159198 0.390432 3.944431 -0.1 0.0 0.0 0.108
H -1.880701 2.408771 4.557611 0.0 0.1 0.0 0.104
H 0.577607 2.418481 4.341685 0.1 0.1 0.0 0.104
H 1.751692 0.411670 3.531566 0.1 0.0 0.0 0.118
H 1.724001 -1.937577 3.019993 -0.1 0.0 0.0 0.141
H 0.205020 -2.854210 3.187852 0.2 0.1 0.0 0.138
H -2.335323 -2.874692 -0.924099 -0.1 0.0 0.1 0.124
H -2.331162 -3.464111 -3.323520 -0.1 0.0 0.0 0.111
H -0.264485 -4.290365 -4.391511 0.0 0.0 -0.1 0.110
H 1.818043 -4.504300 -3.026031 0.1 0.0 -0.1 0.115
H 0.588283 0.465272 0.981690 -0.1 0.0 0.0 0.104
H 1.096968 2.334821 1.306902 0.1 -0.1 -0.1 0.110
H 0.901026 4.806275 1.033334 0.0 0.0 -0.1 0.119
H 1.348009 4.497658 -0.656477 0.0 0.0 0.1 0.112
H -1.096974 4.629465 -0.607114 0.0 0.0 0.1 0.129
C -0.384725 2.703263 -2.225536 0.3 -0.1 -0.2 -0.183
C -0.182915 1.352127 -2.901134 -0.2 0.2 -0.1 -0.163
C -1.469057 0.542298 -2.826704 0.2 -0.1 0.2 -0.190
C -1.919766 0.466895 -1.374465 -0.2 0.3 -0.3 -0.163
H -2.877268 -0.052916 -1.308484 0.0 0.0 0.1 0.113
H -1.183443 -0.096225 -0.797397 0.0 -0.1 0.1 0.104
H -1.314735 -0.462984 -3.224801 -0.1 0.0 -0.1 0.098
H -2.243312 1.029700 -3.424612 -0.1 0.0 -0.1 0.114
H 0.118319 1.508615 -3.937676 0.1 0.0 0.0 0.116
H 0.619337 0.816653 -2.390331 0.1 0.0 0.0 0.105
H 0.549770 3.260863 -2.270273 0.0 0.1 0.0 0.105
H -1.154179 3.278430 -2.774011 0.0 0.0 0.0 0.130
H -2.822531 2.427065 -1.332224 0.1 0.0 0.0 0.150
```
Positions in Å, forces in eV/Å.

## Properties
structure (SMILES) = C[C@@H]1CCCCN1CCNC(=O)c1ccc2c(c1)N(Cc1ccccc1)C(=O)c1ccccc1S2(=O)=O
spin multiplicity = 1

Listing energy relative to the best compared isomer or geometry (same formula, charge and spin) for the structures above in their given order: 28.0, 75.9, 0.0 kcal/mol.
Listing HOMO energy for the structures above in their given order: -2.51, -11.33, -8.83 eV.
Listing E for the structures above in their given order: -10422.4861, -31527.9655, -54072.8034 eV.